Below is an isolated ion of composition C6H17N2 and charge +1 in a non-equilibrium geometry, with properties calculated with ωB97M-V/def2-TZVPD.

The value obtained for the largest force on an atom is 4.31 eV/Å. Its total energy is -348.0026 Eh. Its charge is +1. Its SMILES is CC[C@H]([NH3+])CN(C)C. The frontier orbital gap is 9.542 eV. The value obtained for the LUMO energy is -3.2082 eV. Its molar mass is 117.22 g/mol. As for the HOMO energy: -12.8 eV.

```
25
Properties=species:S:1:pos:R:3:mulliken_charge:R:1
N 1.209 0.917 -0.976 -0.1795
N 0.504 -1.610 -0.062 -0.1739
C -0.122 -0.371 0.687 -0.8451
C -0.418 2.126 0.654 -0.9306
C -1.482 2.705 -0.267 -0.9628
C 0.907 -2.697 0.904 -0.8404
C -0.370 -2.114 -1.059 -1.2964
C 0.588 0.928 0.442 0.1377
H -2.446 2.231 -0.096 0.3170
H 1.434 1.094 1.121 0.3409
H -1.047 1.778 1.468 0.3473
H 0.197 -2.660 -1.818 0.4412
H 0.957 -0.010 -1.375 0.3315
H -0.088 -0.616 1.756 0.4569
H -1.055 -2.988 -0.720 0.4129
H -1.168 -0.359 0.286 0.2593
H 0.199 -3.570 0.900 0.2552
H 1.034 1.773 -1.500 0.3173
H -1.778 3.719 0.104 0.3545
H 1.751 -3.147 0.356 0.3358
H 2.203 0.839 -0.758 0.4173
H 1.056 -2.235 1.850 0.3855
H 0.195 2.884 1.145 0.4558
H -1.219 2.927 -1.321 0.2736
H -1.040 -1.546 -1.721 0.3887
```

Below is a 2-piece molecular cluster, C6H17N2 overall in a non-equilibrium geometry, with properties calculated with ωB97M-V/def2-TZVPD.

The value obtained for the largest force on an atom is 2.95 eV/Å. Its total energy is -347.9451 Eh. Its charge is +1. The frontier orbital gap is 5.722 eV. The value obtained for the LUMO energy is -7.2765 eV. Its molar mass is 117.22 g/mol. As for the HOMO energy: -13.0 eV.

```
25
Properties=species:S:1:pos:R:3:mulliken_charge:R:1
N -0.781 1.994 1.001 -0.3070
N -0.222 -0.539 -4.236 -0.5961
C -0.266 0.078 -0.473 0.1697
C -0.359 -1.056 0.429 -0.5536
C 0.941 -2.673 1.940 -1.3644
C 0.565 2.565 1.008 -0.7684
C 0.957 -1.341 1.216 -0.2594
C -1.089 1.283 -0.240 -0.8368
H -0.890 1.299 1.733 0.2872
H 0.720 -3.537 1.318 0.3748
H 1.088 -0.529 1.935 0.2714
H 1.267 1.775 0.657 0.2616
H -2.174 1.086 -0.188 0.3598
H 0.626 3.309 0.210 0.3111
H -0.179 0.063 -3.459 0.2245
H 0.601 -1.044 -4.471 0.2354
H 0.865 3.018 1.944 0.3094
H -1.001 2.002 -1.061 0.4461
H -1.120 -0.795 1.173 0.3180
H 0.089 -0.031 -1.499 0.2447
H -0.703 -1.974 -0.064 0.4775
H 1.926 -2.799 2.392 0.3682
H 1.808 -1.273 0.534 0.4312
H -1.061 -1.081 -4.339 0.2334
H 0.210 -2.658 2.751 0.3618
```

Below is one molecule with the formula C6H17N3 in a non-equilibrium geometry, with properties calculated with ωB97M-V/def2-TZVPD.

The value obtained for the largest force on an atom is 4.70 eV/Å. Its total energy is -402.9480 Eh. Its charge is 0. Its SMILES is CCN(NN)C(C)(C)C. The frontier orbital gap is 9.380 eV. The value obtained for the LUMO energy is 0.8853 eV. Its molar mass is 131.22 g/mol. As for the HOMO energy: -8.5 eV.

```
26
Properties=species:S:1:pos:R:3:mulliken_charge:R:1
N 0.370 0.036 0.184 0.3425
N 1.160 1.214 -0.252 -0.3129
N 1.801 1.826 0.811 -0.7288
C -1.585 1.413 0.463 -1.7064
C -1.641 -0.956 0.946 -2.0569
C 1.001 -1.109 -0.475 -0.1111
C 2.448 -1.332 -0.212 -1.4831
C -1.549 -0.176 -1.482 -1.6920
C -1.044 0.104 0.002 1.2887
H -0.954 0.419 -2.092 0.5059
H 0.443 -2.001 -0.161 0.2564
H 2.564 1.234 1.030 0.2683
H 2.755 -2.185 -0.699 0.5229
H -1.453 1.440 1.559 0.3947
H 1.013 -1.165 -1.574 0.2387
H -2.536 0.207 -1.497 0.4560
H 0.526 1.889 -0.686 0.3548
H -1.516 -1.960 0.617 0.3982
H -1.148 -0.950 1.905 0.5031
H 1.322 2.001 1.782 0.2523
H -2.673 1.401 0.193 0.4043
H -1.118 2.262 0.189 0.5214
H 2.716 -1.279 0.930 0.2566
H -1.395 -1.184 -1.941 0.2902
H -2.552 -0.625 1.213 0.5727
H 3.048 -0.523 -0.753 0.2634
```